[1]
This record from the Open Molecules 2025 dataset describes 5 unconnected molecules or ions with the total composition C24H35BrF2N2O20S in a non-equilibrium geometry. The level of theory is ωB97M-V/def2-TZVPD.

As for the structure (SMILES): NCCC[C@@]1(N(C(=O)F)C(=O)F)OS(=O)(=O)O[C@@]1(Br)COO.C[C@@H]1COC(=O)O1.C[C@@H]1COC(=O)O1.C[C@@H]1COC(=O)O1.C[C@@H]1COC(=O)O1. The electronic energy is -155691.181 eV. As for the lowest unoccupied orbital energy: -0.028 Ha. For the HOMO energy, the calculation gives -8.8 eV. As for the multiplicity: 1.

The geometry in XYZ format:
```
85
Properties=species:S:1:pos:R:3:mulliken_charge:R:1
C -0.587 4.613 1.934 -0.57
O -0.944 5.865 1.251 -0.11
H 1.866 0.412 1.487 -0.35
O 3.351 -1.461 1.621 -0.49
C 2.270 -2.665 4.594 0.56
O 2.772 -1.722 -3.471 -0.29
C 2.739 -1.750 2.617 0.47
C -4.668 -4.407 -2.850 0.60
H 4.107 -0.171 -7.130 0.39
O -2.180 6.230 1.708 -0.46
H -3.577 -2.312 1.528 0.30
F 1.788 5.657 0.197 -0.20
H -2.636 6.606 0.910 0.33
H 0.717 -1.193 4.954 0.35
C 1.119 -1.812 4.151 -0.63
O 2.366 5.275 -1.973 -0.51
C 2.651 1.211 1.256 -0.32
H 0.303 -2.381 3.693 0.27
H 2.940 -2.124 5.271 0.27
O 4.668 -0.568 -3.834 -0.33
H -3.068 -2.581 -4.003 0.31
C 1.676 4.856 -1.002 0.60
H 1.482 -3.832 6.230 0.39
H -2.770 -0.736 1.715 -0.61
H -2.668 -0.540 -2.721 0.42
H 2.716 -4.666 5.260 0.37
C -5.019 -2.224 -3.145 -0.38
O 2.969 -2.864 3.367 -0.40
O 1.721 -1.009 3.141 -0.15
C -3.451 -1.446 2.186 0.60
F 0.171 2.421 -3.113 -0.27
C 3.915 -1.228 -2.910 0.64
H -6.778 -0.558 1.936 0.42
Br -2.000 3.756 -0.558 -0.04
H 4.624 -1.844 -5.428 0.29
H 2.950 3.402 0.932 0.56
O -4.881 -5.581 -2.736 -0.54
H 3.775 1.063 -5.901 0.28
O 2.401 2.383 -2.515 -0.41
H 5.416 0.481 -6.120 0.36
O -5.530 -3.521 -3.430 -0.34
O -2.085 0.393 -0.211 -0.48
O -5.154 -1.683 3.665 -0.39
O -1.150 2.255 1.584 -0.49
S -0.915 0.893 0.631 1.12
H -5.862 -1.706 0.975 0.33
C -4.005 -2.157 4.227 0.53
O -3.539 -3.779 -2.416 -0.36
H -1.820 -1.865 -1.894 0.39
H -4.595 0.179 3.035 0.28
N 0.884 3.632 -1.086 0.52
C -4.746 -0.819 2.607 0.62
H -5.479 -1.872 -2.215 0.21
C -3.548 -2.489 -3.021 0.45
C -5.790 -0.756 1.513 -1.45
N 4.613 1.702 -0.405 -0.51
C 1.256 2.779 -2.231 0.37
O -3.948 -2.726 5.282 -0.56
H 1.089 -4.481 4.628 0.35
O -0.580 -0.325 1.471 -0.57
C 0.788 2.886 0.210 0.12
O -2.928 -1.904 3.428 -0.24
O 4.212 -1.356 -1.756 -0.54
C 4.368 0.172 -6.126 -1.40
H -5.551 0.031 0.793 0.32
C 3.540 0.746 -0.003 -0.36
H 3.368 1.211 2.172 0.45
H 4.080 -0.218 0.327 0.73
H -1.367 4.443 2.772 0.38
C 4.131 -0.920 -5.105 0.48
O 0.386 1.541 -0.264 -0.39
C 2.069 2.711 1.159 -0.34
H 2.103 -0.224 -4.698 0.21
H -5.258 -1.525 -3.949 0.34
H 0.479 4.723 2.329 0.30
C -2.802 -1.478 -2.177 -1.09
H -3.336 -1.264 -1.248 0.02
C 1.864 -3.983 5.218 -1.50
H 2.193 -1.830 -5.466 0.31
H 1.721 2.985 2.234 0.35
H 4.265 2.654 -0.581 0.26
H 5.355 1.701 0.309 0.30
C -0.617 3.420 0.851 0.28
C 2.687 -1.148 -4.771 -0.39
H 2.876 0.412 -0.892 -0.30
```

=====

[2]
This record from the Open Molecules 2025 dataset describes 2 unconnected molecules or ions with the total composition C10H22N5O4S in a non-equilibrium geometry. The level of theory is ωB97M-V/def2-TZVPD.

The electronic energy is -37193.608 eV. Its net charge is +1. As for the lowest unoccupied orbital energy: -0.112 Ha. For the HOMO energy, the calculation gives -12.0 eV. As for the multiplicity: 1.

The geometry in XYZ format:
```
42
Properties=species:S:1:pos:R:3:nbo_charge:R:1
H 2.883 -3.477 -0.688 0.25
H 1.392 3.857 -3.299 0.29
H 5.124 -2.368 -2.849 0.50
H -3.383 -2.402 4.657 0.22
H -1.742 -2.980 4.984 0.21
H -0.442 2.939 1.576 0.21
C 1.890 -0.657 -1.796 0.60
C -2.521 -2.897 4.226 -0.41
H 1.188 2.537 -0.067 0.19
N 3.330 -2.199 -2.350 0.11
C 0.781 3.108 -2.808 -0.89
O 0.960 0.945 -4.242 -0.92
H 0.213 1.575 2.431 0.22
H -1.145 1.274 1.360 0.26
O 4.303 -2.857 -3.023 -0.45
C 0.174 0.697 -0.717 -0.05
C -1.178 1.192 -1.264 -0.64
O -1.918 -0.505 1.576 -0.69
H 0.643 3.376 -1.768 0.27
H -3.458 -0.115 4.238 0.24
H -2.807 -3.900 3.911 0.21
H -0.193 3.113 -3.285 0.28
C -0.243 1.873 1.492 -0.65
H -3.918 0.541 2.663 0.24
N -2.007 -2.159 3.082 -0.60
H -4.530 -1.041 3.158 0.24
S 1.535 1.533 -3.072 2.29
H -1.203 -2.529 2.601 0.40
N 1.173 0.476 -1.794 -0.63
O 2.957 1.698 -3.135 -0.93
C 2.703 -2.567 -1.229 0.25
C -3.672 -0.370 3.200 -0.72
H -1.201 2.275 -1.152 0.20
C -2.470 -1.007 2.553 0.69
C 0.761 1.628 0.351 -0.40
H -0.041 -0.224 -0.186 0.27
H 1.604 1.074 0.770 0.21
H -1.326 0.925 -2.306 0.23
H 3.122 -0.547 -3.565 0.48
H -1.975 0.826 -0.630 0.27
N 2.811 -1.011 -2.718 -0.36
N 1.827 -1.649 -0.886 -0.47
```

=====

[3]
This record from the Open Molecules 2025 dataset describes 2 unconnected molecules or ions with the total composition C7H13N2 in a non-equilibrium geometry. The level of theory is ωB97M-V/def2-TZVPD.

The electronic energy is -10440.242 eV. Its net charge is +1. As for the lowest unoccupied orbital energy (spin up / spin down): -0.168 / -0.168 Ha. For the HOMO energy (spin up / spin down), the calculation gives -11.7 / -11.7 eV. As for the multiplicity: 1. As for the energy above the lowest of the compared OMol25 structures with the same formula, charge and spin: 381.69 kJ/mol.

The geometry in XYZ format:
```
22
Properties=species:S:1:pos:R:3:nbo_charge:R:1
N -0.277 -0.943 -0.512 -0.24
C 0.190 0.207 -1.072 -0.30
H 1.435 0.658 1.187 0.21
H -0.425 1.037 -1.464 0.25
H -1.390 -0.330 0.884 0.28
C -0.545 -3.116 0.061 -0.26
H 1.186 -2.208 -1.030 0.23
H -2.531 -0.680 -0.531 0.28
H -0.511 -4.140 0.212 0.26
C -1.719 -2.500 0.319 -0.10
H 1.122 0.047 -1.709 0.22
H -2.611 -2.911 0.734 0.24
C 1.746 2.461 -0.251 -0.65
C 0.860 1.427 0.493 0.09
N -0.291 1.875 1.103 -0.83
C 0.310 -2.149 -0.483 0.12
H -0.539 2.784 0.984 0.39
H 2.832 2.300 0.171 0.24
H 1.423 3.432 -0.058 0.23
C -1.644 -1.054 0.099 -0.30
H -0.476 1.583 2.127 0.40
H 1.856 2.222 -1.263 0.23
```

=====

[4]
This record from the Open Molecules 2025 dataset describes 2 unconnected molecules or ions with the total composition CH5N2O3 in a non-equilibrium geometry. The level of theory is ωB97M-V/def2-TZVPD.

The electronic energy is -10225.300 eV. Its net charge is +1. As for the lowest unoccupied orbital energy (spin up / spin down): -0.277 / -0.331 Ha. For the HOMO energy (spin up / spin down), the calculation gives -15.4 / -14.2 eV. As for the multiplicity: 1. As for the energy above the lowest of the compared OMol25 structures with the same formula, charge and spin: 285.24 kJ/mol.

The geometry in XYZ format:
```
11
Properties=species:S:1:pos:R:3:nbo_charge:R:1
H 3.951 -0.955 -0.622 0.53
C -2.048 -0.076 -0.022 -0.31
H -2.135 0.130 -1.163 0.24
H 2.799 0.997 0.891 0.36
N 0.237 -0.601 0.298 0.44
O -0.687 0.228 0.450 -0.25
H -2.133 -1.139 0.139 0.23
N 2.908 0.530 -0.040 0.09
O 3.912 -0.334 0.121 -0.32
H -2.599 0.673 0.592 0.25
O 0.100 -1.667 -0.186 -0.24
```

=====

> Which value of electronic energy does entry 2 give?

-37193.608 eV

=====

Copy entry 4 word for word.
This record from the Open Molecules 2025 dataset describes 2 unconnected molecules or ions with the total composition CH5N2O3 in a non-equilibrium geometry. The level of theory is ωB97M-V/def2-TZVPD.

The electronic energy is -10225.300 eV. Its net charge is +1. As for the lowest unoccupied orbital energy (spin up / spin down): -0.277 / -0.331 Ha. For the HOMO energy (spin up / spin down), the calculation gives -15.4 / -14.2 eV. As for the multiplicity: 1. As for the energy above the lowest of the compared OMol25 structures with the same formula, charge and spin: 285.24 kJ/mol.

The geometry in XYZ format:
```
11
Properties=species:S:1:pos:R:3:nbo_charge:R:1
H 3.951 -0.955 -0.622 0.53
C -2.048 -0.076 -0.022 -0.31
H -2.135 0.130 -1.163 0.24
H 2.799 0.997 0.891 0.36
N 0.237 -0.601 0.298 0.44
O -0.687 0.228 0.450 -0.25
H -2.133 -1.139 0.139 0.23
N 2.908 0.530 -0.040 0.09
O 3.912 -0.334 0.121 -0.32
H -2.599 0.673 0.592 0.25
O 0.100 -1.667 -0.186 -0.24
```